This record from the Open Molecules 2025 dataset describes a single C5H10O2 molecule in a non-equilibrium geometry. The level of theory is the ωB97M-V functional and the def2-TZVPD basis.

The SMILES is C[C@@H](O)C[C@@H]1CO1. The charge is 0.

Geometry as XYZ:
```
17
Properties=species:S:1:pos:R:3:forces:R:3:nbo_charge:R:1
C 1.780 0.724 0.458 -0.2 0.0 -0.4 -0.64
C 0.769 0.698 -0.687 -0.9 1.3 0.2 0.11
O 0.942 -0.416 -1.522 0.0 -0.5 -0.1 -0.71
C -0.741 0.875 -0.217 1.4 -0.9 -0.1 -0.45
C -1.054 -0.291 0.665 -1.1 -0.3 0.3 0.04
C -1.526 -1.576 0.117 0.9 -0.4 -0.2 -0.12
O -2.436 -0.751 0.762 -0.1 0.8 0.3 -0.49
H 1.690 -0.167 1.076 0.0 -0.1 0.1 0.20
H 2.787 0.753 0.048 0.1 0.0 0.0 0.22
H 1.630 1.604 1.077 0.0 0.1 0.1 0.21
H 0.959 1.556 -1.341 0.1 -0.1 0.1 0.18
H 0.895 -1.216 -0.983 0.0 0.1 -0.1 0.46
H -0.842 1.813 0.329 -0.1 0.1 -0.1 0.21
H -1.379 0.851 -1.100 0.0 0.1 0.1 0.23
H -0.577 -0.301 1.644 0.0 -0.1 -0.1 0.19
H -1.645 -1.659 -0.962 0.0 0.0 0.1 0.18
H -1.253 -2.496 0.636 -0.1 0.0 -0.1 0.18
```
Positions in Å, forces in eV/Å.

=====

This record from the Open Molecules 2025 dataset describes a single C4H7NO2 molecule in a non-equilibrium geometry. The level of theory is the ωB97M-V functional and the def2-TZVPD basis.

The charge is 0.

Geometry as XYZ:
```
14
Properties=species:S:1:pos:R:3:forces:R:3:nbo_charge:R:1
C -1.510 0.025 -0.648 0.0 0.0 -0.1 -0.67
C -0.475 0.573 0.310 0.1 -0.6 0.2 0.56
N -0.740 1.563 1.178 -0.4 1.0 -0.1 -0.42
O 0.037 -0.217 1.264 0.3 -0.7 -0.2 -0.46
C 1.834 -0.845 0.509 -0.1 0.1 0.1 -0.32
C 1.406 -0.309 -0.692 -0.1 0.0 -0.1 0.24
O 0.826 0.850 -0.724 -0.1 0.0 0.0 -0.55
H -2.405 -0.263 -0.087 0.1 0.1 0.0 0.22
H -1.771 0.784 -1.390 0.0 -0.1 0.1 0.23
H -1.135 -0.861 -1.165 0.0 0.1 0.1 0.22
H -1.754 1.727 1.200 0.1 0.0 0.1 0.32
H 2.204 -0.206 1.299 0.0 -0.1 -0.1 0.24
H 2.118 -1.894 0.545 -0.1 0.1 0.0 0.21
H 1.367 -0.926 -1.599 0.1 0.1 0.1 0.16
```
Positions in Å, forces in eV/Å.

=====

ΔE to the lowest compared entry with this formula, charge and spin, record by record: 54.2, 143.1 kcal/mol
Calculated total energy, record by record: -346.93912, -361.65285 hartree